Entry 1:
Molecular formula: C2H6ClOP
Method: DFT, wB97M-V/def2-TZVPD

Properties
SMILES string: C/C=P/O.Cl
Net charge: 0
Frontier orbital gap: 0.314 Eh
Highest occupied orbital energy: -8.00 eV
Lowest unoccupied orbital energy: 0.558 eV

Each line ends with the natural charge from an NBO analysis.
Atoms and positions in Å:
H 0.951 0.392 -2.252  0.2219
H -0.729 -0.660 -1.028  0.2226
H 1.600 1.107 -0.720  0.2193
H 2.096 -0.464 -1.227  0.2222
O -1.224 -2.013 0.900  -1.0022
Cl -1.123 2.189 1.084  -0.2800
P 0.035 -1.095 1.173  0.9625
C 0.117 -0.327 -0.380  -0.6805
H -1.706 -2.462 1.614  0.5115
H -1.218 3.136 2.042  0.2723
C 1.200 0.195 -1.206  -0.6695

=====

Entry 2:
Molecular formula: CO4S
Method: DFT, wB97M-V/def2-TZVPD

Properties
Net charge: 0
Frontier orbital gap: 0.372 Eh
Highest occupied orbital energy: -12.13 eV
Lowest unoccupied orbital energy: -1.991 eV

Each line ends with the natural charge from an NBO analysis.
Atoms and positions in Å:
O -0.556 -2.261 -1.285  -0.7835
O -0.250 1.489 1.514  -0.5364
S -0.011 -1.270 -0.433  1.7089
C 0.367 1.131 0.591  1.0106
O 1.259 0.957 -0.110  -0.5846
O -0.810 -0.047 -0.277  -0.8151

=====

Entry 3:
Molecular formula: C5H12O2
Method: DFT, wB97M-V/def2-TZVPD

Properties
SMILES string: CC[C@H]1O[C@@H]1C.O
Net charge: 0
Frontier orbital gap: 0.423 Eh
Highest occupied orbital energy: -10.49 eV
Lowest unoccupied orbital energy: 1.010 eV

Each line ends with the natural charge from an NBO analysis.
Atoms and positions in Å:
H -0.288 0.680 -2.868  0.2146
H 0.917 1.678 -2.035  0.2259
O 0.344 -2.326 -1.798  -0.9590
C 0.632 0.447 0.487  0.0660
H 0.907 -1.856 -1.157  0.4864
O 1.315 -0.249 -0.544  -0.5350
H 0.508 -1.824 -2.606  0.4569
H -1.294 -0.336 3.231  0.2170
C -0.069 1.219 -1.938  -0.6382
H -0.800 -0.523 -0.813  0.2104
H 1.043 1.431 0.714  0.1841
H -0.830 1.991 -1.805  0.2202
H -1.840 0.283 1.660  0.2060
H -0.047 -1.405 1.273  0.2145
C 0.208 -0.406 1.653  -0.4236
C -0.025 0.245 -0.799  0.0455
C -0.988 0.232 2.348  -0.6061
H -0.747 1.255 2.659  0.2032
H 1.055 -0.538 2.338  0.2112

=====

Entry 4:
Molecular formula: C8H8BrNOS
Method: DFT, wB97M-V/def2-TZVPD

Properties
Spin multiplicity: 3
Net charge: 0
Frontier orbital gap (alpha / beta): 0.268 / 0.264 Eh
Highest occupied orbital energy (alpha / beta): -6.61 / -9.03 eV
Lowest unoccupied orbital energy (alpha / beta): 0.690 / -1.861 eV

Each line ends with the Mulliken spin population.
Atoms and positions in Å:
C 1.555 0.508 0.257  0.4971
C 0.088 -1.583 0.049  0.9424
C -1.851 -2.487 0.465  -0.0059
H -1.099 2.408 0.080  0.0218
O -1.144 -1.337 0.648  -0.0395
C 0.325 1.231 -1.892  -0.0082
H 0.153 2.820 2.186  0.0342
H -0.673 1.617 -2.195  -0.0002
C -0.088 1.793 1.828  -0.0424
Br 3.096 -0.212 -0.491  0.0495
C -0.320 1.870 0.405  0.3746
H 1.064 1.952 -2.386  -0.0069
C 0.085 -2.876 -0.352  -0.0056
H 0.571 0.350 -2.270  -0.0006
H -2.902 -2.424 0.827  -0.0013
N -1.151 -3.431 -0.077  0.0594
H -0.698 1.071 2.285  0.0369
C 0.481 1.162 -0.416  -0.1019
S 1.599 0.893 1.909  0.2013
H 0.906 -3.325 -0.859  -0.0048

=====

Which ΔE to the lowest compared entry with this formula, charge and spin belongs to each record? In order, 2.6471 1.2889 1.5867 0.3030 eV.